[1]
Computed, not measured: a single C4H7NO molecule, with wB97M-V/def2-TZVPD.

Structure (XYZ):
```
13
Properties=species:S:1:pos:R:3:lowdin_charge:R:1
C -1.7359 -0.4928 0.0633 -0.10
N -0.3876 -0.5215 -0.4940 -0.12
C 0.6178 -0.8253 0.4909 -0.12
C 0.4483 0.5750 -0.0135 -0.24
C 1.5675 1.1547 -0.8061 -0.22
O 1.8316 2.3337 -0.7940 0.05
H -2.1045 -1.5211 0.1248 0.09
H -2.4009 0.0865 -0.5817 0.08
H -1.7623 -0.0592 1.0782 0.08
H 0.3333 -1.0142 1.5228 0.11
H 1.4233 -1.4566 0.1208 0.11
H -0.0538 1.3243 0.5971 0.14
H 2.2231 0.4166 -1.3086 0.13
```

Values from the calculation:
M   85.1 Da
Largest force on an atom   0.53 eV/Å
Charge   0
Relative energy (zero: lowest compared OMol25 entry of this formula, charge and spin)   54.34 kcal/mol
LUMO energy   0.95 eV
HOMO   -9.60 eV
Structure (SMILES)   CN1C[C@H]1C=O



[2]
Computed, not measured: a single C4H7NO molecule in a non-equilibrium geometry, with wB97M-V/def2-TZVPD.

Structure (XYZ):
```
13
Properties=species:S:1:pos:R:3:lowdin_charge:R:1
C 1.3311 0.3605 0.5650 -0.14
C 0.5605 -0.0463 -0.7002 -0.31
C -0.5265 -1.0410 -0.2221 -0.14
N -1.1701 0.0317 0.5897 0.03
C -0.4295 1.0643 -0.5242 -0.32
O -0.7787 2.1418 -0.8584 0.17
H 1.8522 -0.5022 1.0012 0.03
H 2.0105 1.1971 0.3833 0.03
H -0.3293 0.2992 1.2799 0.13
H 1.0194 -0.2276 -1.6840 0.13
H -0.1692 -1.8877 0.3715 0.12
H -1.2030 -1.3764 -1.0154 0.12
H -2.1673 -0.0135 0.8137 0.15
```

Values from the calculation:
M   85.1 Da
Largest force on an atom   1.40 eV/Å
Charge   0
Relative energy (zero: lowest compared OMol25 entry of this formula, charge and spin)   108.38 kcal/mol
LUMO energy   0.69 eV
HOMO   -7.06 eV



[3]
Computed, not measured: 2 unconnected molecules or ions with the total composition C4H7NO, with wB97M-V/def2-TZVPD.

Structure (XYZ):
```
13
Properties=species:S:1:pos:R:3:lowdin_charge:R:1
C -1.7655 0.7814 -0.3533 -0.04
C 0.4023 -1.6634 0.3901 0.01
O 0.9821 -0.8022 1.1337 -0.06
C 1.6118 0.3106 0.7684 -0.15
C 1.7129 0.6100 -0.5962 -0.25
N 1.7491 0.7717 -1.7482 0.15
H -2.4947 1.5822 -0.2293 0.02
H -1.2150 0.9236 -1.2849 0.02
H -2.2875 -0.1750 -0.3698 0.02
H 0.3820 -1.5281 -0.6867 0.09
H -0.0511 -2.4917 0.9150 0.09
H 2.0377 0.8742 1.5791 0.11
H -1.0640 0.8067 0.4822 0.00
```

Values from the calculation:
M   85.1 Da
Largest force on an atom   0.92 eV/Å
Charge   0
Relative energy (zero: lowest compared OMol25 entry of this formula, charge and spin)   99.74 kcal/mol
LUMO energy (spin up / spin down)   -0.06 / -0.56 eV
HOMO (spin up / spin down)   -8.42 / -8.26 eV



[4]
Computed, not measured: a single C4H7NO2 molecule in a non-equilibrium geometry, with wB97M-V/def2-TZVPD.

Structure (XYZ):
```
14
Properties=species:S:1:pos:R:3:lowdin_charge:R:1
N 0.7115 0.1409 2.3924 0.14
C 0.5840 -0.2826 1.0944 -0.52
O 1.0193 -1.3681 0.7466 0.04
C -0.1724 0.6715 0.1883 -0.07
C -0.0574 0.5274 -1.2967 -0.22
C -0.3258 -0.8012 -1.8159 -0.13
O -1.4419 0.0605 -1.6755 -0.10
H 0.9677 -0.5771 3.0561 0.11
H 0.1538 0.9035 2.7425 0.10
H -0.1003 1.7112 0.5378 0.12
H -1.2579 0.3082 -0.0534 0.16
H 0.2782 1.3369 -1.9342 0.14
H -0.2313 -1.6343 -1.1245 0.11
H -0.1278 -0.9968 -2.8581 0.12
```

Values from the calculation:
M   101.1 Da
Largest force on an atom   3.04 eV/Å
Charge   0
Relative energy (zero: lowest compared OMol25 entry of this formula, charge and spin)   58.84 kcal/mol
LUMO energy   0.90 eV
HOMO   -9.92 eV
Structure (SMILES)   NC(=O)C[C@H]1CO1



[5]
Computed, not measured: a single C4H7NO2 molecule in a non-equilibrium geometry, with wB97M-V/def2-TZVPD.

Structure (XYZ):
```
14
Properties=species:S:1:pos:R:3:lowdin_charge:R:1
C -1.9634 0.6222 -0.7666 -0.12
C -0.5015 0.8315 -0.6702 -0.11
C 0.3490 0.0748 0.0205 -0.28
C 0.3311 -1.0575 1.0577 -0.03
O 1.7074 0.4796 -0.0946 -0.08
N 2.7344 -0.4463 0.1227 -0.03
O 3.7953 0.1265 0.1192 0.04
H -2.2355 -0.0483 -1.6531 0.10
H -2.4984 1.5423 -0.9320 0.05
H -2.5215 0.2963 0.1566 0.09
H -0.1695 1.6607 -1.2553 0.11
H -0.6545 -1.4429 1.3285 0.07
H 0.7180 -0.6692 1.9507 0.06
H 0.9090 -1.9698 0.6159 0.11
```

Values from the calculation:
M   101.1 Da
Largest force on an atom   3.49 eV/Å
Charge   0
Relative energy (zero: lowest compared OMol25 entry of this formula, charge and spin)   107.98 kcal/mol
LUMO energy   0.11 eV
HOMO   -9.22 eV
Structure (SMILES)   C/C=C(\C)ON=O



[6]
Computed, not measured: 2 unconnected molecules or ions with the total composition C4H7NO2, with wB97M-V/def2-TZVPD.

Structure (XYZ):
```
14
Properties=species:S:1:pos:R:3:lowdin_charge:R:1
O -1.3771 -0.3967 0.2122 0.08
C -1.1508 0.7212 -0.1819 -0.52
C -0.2921 1.8942 -0.1350 -0.01
N -1.7281 1.8040 -0.7075 0.14
H 0.4365 2.1356 -0.9019 0.10
H -0.0524 2.2873 0.8572 0.12
H -2.6486 2.1052 -0.4015 0.13
C 0.8945 -2.0568 -0.1619 -0.06
C 1.0345 -0.7915 0.6340 -0.35
O 1.5713 0.2033 0.1934 0.00
H 0.0713 -2.6740 0.2020 0.08
H 1.8347 -2.6121 -0.0732 0.08
H 0.7384 -1.8053 -1.2143 0.09
H 0.6676 -0.8144 1.6784 0.13
```

Values from the calculation:
M   101.1 Da
Largest force on an atom   0.61 eV/Å
Charge   0
Relative energy (zero: lowest compared OMol25 entry of this formula, charge and spin)   69.13 kcal/mol
LUMO energy   0.89 eV
HOMO   -9.64 eV
Structure (SMILES)   O=C1CN1.CC=O



[7]
Computed, not measured: a single C4H7NO2 molecule, with wB97M-V/def2-TZVPD.

Structure (XYZ):
```
14
Properties=species:S:1:pos:R:3:lowdin_charge:R:1
H 0.0598 -2.6555 1.1440 0.06
N 0.5198 -1.7825 1.4005 0.17
C 0.4744 -0.9783 0.4293 -0.48
C -0.1562 -1.2012 -0.9270 -0.01
O 1.1791 0.1935 0.5386 -0.06
C 0.5284 1.4505 0.6069 -0.14
C -0.7485 1.5870 -0.2147 -0.25
O -1.8437 1.6419 0.2893 0.07
H -0.2439 -2.2684 -1.1421 0.08
H -1.1605 -0.7677 -0.9756 0.08
H 0.4627 -0.7336 -1.6981 0.09
H 0.2863 1.7005 1.6444 0.13
H 1.2658 2.1607 0.2201 0.13
H -0.6235 1.6532 -1.3155 0.13
```

Values from the calculation:
M   101.1 Da
Largest force on an atom   0.57 eV/Å
Charge   0
Relative energy (zero: lowest compared OMol25 entry of this formula, charge and spin)   48.92 kcal/mol
LUMO energy   0.54 eV
HOMO   -10.23 eV
Structure (SMILES)   [H]/N=C(\C)OCC=O



[8]
Computed, not measured: a single C4H7NO2 molecule in a non-equilibrium geometry, with wB97M-V/def2-TZVPD.

Structure (XYZ):
```
14
Properties=species:S:1:pos:R:3:lowdin_charge:R:1
C -0.2958 -1.0092 -1.8315 0.03
C 0.9400 -0.5783 -1.3337 -0.12
C 1.4928 0.5231 -0.5584 -0.33
O 2.7347 0.8290 -0.3789 0.00
N 0.6684 0.7304 0.6990 -0.03
O -0.6643 0.8004 0.4603 -0.28
C -1.3020 0.2701 1.6940 -0.04
H -0.5250 -2.1382 -2.4597 0.16
H -1.0970 -0.3792 -1.4842 0.02
H 1.6884 -1.3854 -1.5033 0.11
H 0.8466 1.7827 1.0870 0.20
H -0.8548 0.7283 2.6261 0.10
H -1.2644 -0.7840 1.5288 0.07
H -2.3677 0.6103 1.4542 0.11
```

Values from the calculation:
M   101.1 Da
Largest force on an atom   6.69 eV/Å
Charge   0
Relative energy (zero: lowest compared OMol25 entry of this formula, charge and spin)   138.08 kcal/mol
LUMO energy   -0.21 eV
HOMO   -9.60 eV
Structure (SMILES)   C=CC(=O)NOC



[9]
Computed, not measured: 2 unconnected molecules or ions with the total composition C4H7NO2, with wB97M-V/def2-TZVPD.

Structure (XYZ):
```
14
Properties=species:S:1:pos:R:3:lowdin_charge:R:1
O 0.6796 -1.8611 -0.8410 -0.02
C -0.5079 -1.5894 -0.9344 -0.26
C -1.2596 -0.4909 -0.3235 -0.04
C -0.9401 0.6796 0.2779 -0.19
O -1.6723 1.0611 1.3379 0.05
H -1.1782 -2.3266 -1.4157 0.11
H -2.2757 -0.7988 -0.0978 0.11
H -0.2061 1.3985 -0.0585 0.10
H -1.3670 1.9151 1.6648 0.12
C 1.7683 0.5551 0.4316 -0.18
N 1.8574 0.6594 -0.8278 0.04
H 1.5646 -0.3858 0.9597 0.08
H 1.8246 1.4614 1.0444 0.07
H 1.7124 -0.2773 -1.2176 0.02
```

Values from the calculation:
M   101.1 Da
Largest force on an atom   0.70 eV/Å
Charge   0
Relative energy (zero: lowest compared OMol25 entry of this formula, charge and spin)   81.10 kcal/mol
LUMO energy   0.03 eV
HOMO   -9.42 eV
Structure (SMILES)   O=C/C=C/O.C=N



[10]
Computed, not measured: a single C4H7NO2 molecule, with wB97M-V/def2-TZVPD.

Structure (XYZ):
```
14
Properties=species:S:1:pos:R:3:lowdin_charge:R:1
C -1.3450 1.7988 0.2211 0.02
C -1.8461 0.6893 0.7591 -0.20
O -1.2341 -0.5099 1.0938 -0.06
N 0.1155 -0.5031 0.7596 0.04
C 0.4382 -0.8177 -0.5667 -0.51
C 1.9354 -0.9973 -0.7563 0.00
O -0.3576 -0.7986 -1.4770 0.09
H -0.3021 1.9550 -0.0336 0.06
H -2.0220 2.6118 -0.0340 0.06
H -2.9018 0.6044 0.9923 0.11
H 0.6410 -0.9845 1.4809 0.15
H 2.3122 -0.0399 -1.1351 0.09
H 2.4291 -1.2295 0.1927 0.07
H 2.1372 -1.7787 -1.4968 0.09
```

Values from the calculation:
M   101.1 Da
Largest force on an atom   0.83 eV/Å
Charge   0
Relative energy (zero: lowest compared OMol25 entry of this formula, charge and spin)   66.76 kcal/mol
LUMO energy   0.81 eV
HOMO   -9.12 eV
Structure (SMILES)   C=CONC(C)=O



[11]
Computed, not measured: a single C4H7NO2 molecule in a non-equilibrium geometry, with wB97M-V/def2-TZVPD.

Structure (XYZ):
```
14
Properties=species:S:1:pos:R:3:lowdin_charge:R:1
C 0.7452 -1.6392 0.3863 0.03
C 0.2650 -0.1745 0.1548 -0.33
C -1.2045 0.0675 -0.1046 -0.55
N -1.5750 1.2837 0.2696 0.20
O -1.9134 -0.7432 -0.5962 0.11
C 1.1382 0.9034 -0.7212 -0.03
O 0.9750 0.8805 0.6608 -0.04
H 0.2774 -1.9676 1.2586 0.07
H 1.7666 -1.6632 0.6155 0.06
H 0.6037 -2.2474 -0.4853 0.08
H -1.2787 1.6835 1.0657 0.07
H -2.5191 1.4486 -0.0358 0.12
H 1.9060 0.3348 -1.2040 0.09
H 0.8135 1.8332 -1.2644 0.13
```

Values from the calculation:
M   101.1 Da
Largest force on an atom   4.31 eV/Å
Charge   0
Relative energy (zero: lowest compared OMol25 entry of this formula, charge and spin)   56.32 kcal/mol
LUMO energy   0.92 eV
HOMO   -9.68 eV
Structure (SMILES)   C[C@]1(C(N)=O)CO1



[12]
Computed, not measured: a single C4H7NO2 molecule in a non-equilibrium geometry, with wB97M-V/def2-TZVPD.

Structure (XYZ):
```
14
Properties=species:S:1:pos:R:3:lowdin_charge:R:1
C -1.3910 -1.1708 -0.2825 -0.01
C -0.4871 0.0028 -0.0538 -0.20
N -1.0352 1.0445 0.5334 -0.09
O -2.2420 1.1424 0.9162 -0.12
C 0.9369 -0.1070 -0.4835 -0.24
C 2.0402 0.6136 0.1494 -0.12
O 1.8313 -0.7570 0.4261 -0.02
H -2.3789 -0.9232 0.1051 0.07
H -1.4734 -1.4101 -1.3497 0.09
H -1.0120 -2.0640 0.2267 0.09
H -0.6236 1.9404 0.7838 0.17
H 1.0816 -0.4553 -1.5116 0.15
H 2.9324 0.8490 -0.4299 0.11
H 1.8209 1.2947 0.9704 0.11
```

Values from the calculation:
M   101.1 Da
Largest force on an atom   1.62 eV/Å
Charge   0
Relative energy (zero: lowest compared OMol25 entry of this formula, charge and spin)   100.82 kcal/mol
LUMO energy   0.81 eV
HOMO   -8.68 eV
Structure (SMILES)   C/C(=[NH+]\[O-])[C@H]1CO1